Molecular formula: C60H165N15O15
Method: DFT, ωB97M-V with the def2-TZVPD basis set

```
! wB97M-V def2-TZVPD RIJCOSX def2/J DEFGRID3
* xyz 0 1
C 4.4506 -1.3286 -1.0385
C 4.4202 -0.0421 -0.2038
C 5.7444 0.2364 0.5529
O 6.0492 -0.8843 1.3167
C 7.1672 -0.7456 2.1362
N 4.0821 1.0914 -0.9919
H 3.5085 -1.8794 -1.0942
H 5.1261 -2.0020 -0.5587
H 4.7109 -1.1541 -2.0865
H 3.6866 -0.2174 0.5588
H 5.5194 1.1422 1.2053
H 6.4664 0.5534 -0.1937
H 6.8889 -0.0961 2.9217
H 7.9472 -0.3165 1.5724
H 7.4568 -1.7376 2.5313
H 4.1016 1.9245 -0.4109
H 3.2122 1.0658 -1.5453
C 2.7121 -3.9035 -3.9158
C 3.5296 -4.4905 -2.8353
C 2.8998 -5.7416 -2.2831
O 1.7710 -5.3477 -1.5836
C 0.8723 -6.4588 -1.4580
N 4.9049 -4.8135 -3.2965
H 3.1297 -2.9519 -4.2145
H 1.7310 -3.5643 -3.5364
H 2.6883 -4.4489 -4.8393
H 3.5780 -3.8031 -2.0238
H 3.6211 -6.3254 -1.6242
H 2.7095 -6.4815 -3.1080
H 0.1240 -6.2376 -0.7227
H 1.4742 -7.2932 -1.1398
H 0.3726 -6.7657 -2.4019
H 5.5458 -4.9187 -2.5102
H 5.2852 -4.0985 -3.9008
C -0.3231 -3.6146 7.1008
C -0.4592 -3.1729 5.6535
C 0.5383 -3.8289 4.7260
O 0.5861 -3.1094 3.4968
C 1.3310 -3.8363 2.6014
N -1.8325 -3.3502 5.2132
H -0.5029 -4.7270 7.2439
H -0.9940 -3.0854 7.7924
H 0.7456 -3.4164 7.4050
H -0.3026 -2.0820 5.7084
H 0.3311 -4.9029 4.5750
H 1.5856 -3.7763 5.1617
H 1.2157 -3.4589 1.6309
H 1.0604 -4.8980 2.5614
H 2.4351 -3.7653 2.7493
H -1.9570 -4.2892 4.7968
H -1.9912 -2.6971 4.4194
C -0.1381 7.6598 -4.7905
C -0.7809 6.4523 -4.0940
C -0.0827 6.1982 -2.7772
O 1.3751 6.0511 -2.9653
C 2.0905 5.7670 -1.7934
N -2.1056 6.6432 -3.6750
H 0.9409 7.6134 -4.8527
H -0.4005 8.5607 -4.2577
H -0.5197 7.7940 -5.7756
H -0.6964 5.5245 -4.7015
H -0.2802 5.2925 -2.2662
H -0.2591 7.0759 -2.1252
H 1.7700 4.9721 -1.1050
H 2.0818 6.5963 -1.0602
H 3.1879 5.6523 -1.9230
H -2.4225 7.6143 -3.6199
H -2.7457 6.2353 -4.3182
C -2.4915 -2.1239 -3.5473
C -3.3020 -2.2394 -4.8298
C -3.0395 -3.5924 -5.4440
O -1.6750 -3.6162 -5.9083
C -1.1618 -4.9029 -6.2568
N -4.7391 -2.1695 -4.4713
H -2.8522 -2.8820 -2.8880
H -2.7237 -1.1681 -3.0328
H -1.4448 -2.3908 -3.7664
H -2.9842 -1.4455 -5.5526
H -3.6806 -3.8390 -6.2792
H -3.0554 -4.4446 -4.7509
H -1.1454 -5.5564 -5.3748
H -0.1870 -4.7767 -6.6456
H -1.7685 -5.4677 -6.9980
H -4.9935 -1.2373 -4.1851
H -5.3815 -2.4463 -5.2381
C 1.0287 6.1798 1.7216
C 1.7460 5.3185 2.7338
C 2.8661 4.6290 1.9351
O 2.3709 3.7264 0.9666
C 1.9785 2.4493 1.4470
N 2.2647 6.0573 3.9402
H 0.0773 6.5788 2.1326
H 0.7477 5.5999 0.8818
H 1.5935 7.0220 1.4657
H 0.9782 4.5806 2.9576
H 3.5440 4.1934 2.6972
H 3.4814 5.3725 1.4065
H 1.0397 2.5438 2.1242
H 2.7085 1.9474 2.0325
H 1.8528 1.8156 0.5658
H 3.1453 5.7679 4.4401
H 2.1718 7.0626 3.8187
C 4.1431 0.6160 4.2827
C 3.1029 -0.4843 4.4601
C 2.5970 -0.6391 5.8744
O 3.5899 -0.9882 6.7931
C 3.1075 -0.9309 8.0761
N 1.8641 -0.3788 3.6437
H 5.0740 0.1696 4.6526
H 3.9586 1.6627 4.6258
H 4.2322 0.7972 3.2056
H 3.6015 -1.4730 4.2246
H 1.8162 -1.4120 5.8945
H 2.0712 0.2934 6.1852
H 2.2771 -1.5820 8.2104
H 2.9489 0.1189 8.4111
H 3.9179 -1.3311 8.7640
H 1.2577 -1.1785 3.8574
H 2.0954 -0.4621 2.6482
C -2.5003 -3.6638 1.4897
C -2.1679 -5.0349 0.8735
C -2.3833 -6.1855 1.8413
O -1.7019 -6.0734 3.0354
C -1.1604 -7.2809 3.5294
N -2.8424 -5.1866 -0.3805
H -2.2158 -2.9564 0.7742
H -2.0234 -3.5437 2.4291
H -3.5761 -3.6144 1.7514
H -1.0754 -5.1166 0.6786
H -2.1239 -7.1320 1.2984
H -3.4615 -6.3231 1.9696
H -0.7354 -7.0021 4.5005
H -0.3621 -7.6327 2.7930
H -1.9098 -8.0334 3.6994
H -3.6915 -4.7296 -0.6589
H -2.2948 -5.4009 -1.1791
C 3.6895 2.9565 -4.5990
C 2.1660 2.6569 -5.0206
C 1.2928 2.2952 -3.8193
O 1.8491 1.1535 -3.1235
C 1.5623 -0.1281 -3.7961
N 1.3919 3.7175 -5.7182
H 4.3644 3.0342 -5.4347
H 3.9729 2.1753 -3.9168
H 3.6679 3.9454 -4.0773
H 2.2821 1.8066 -5.6224
H 0.3042 1.9898 -4.1474
H 1.2477 3.0747 -3.0413
H 1.6267 0.0076 -4.8658
H 0.5156 -0.3707 -3.5403
H 2.2625 -0.8591 -3.3819
H 1.3504 4.5241 -5.0949
H 1.9908 4.0021 -6.4785
C -1.3716 4.4438 4.4783
C -0.9099 3.4697 5.5274
C -1.9618 2.3827 5.6254
O -2.0753 1.6265 4.4529
C -2.9503 0.5948 4.7330
N 0.3627 2.8178 5.2369
H -2.3544 4.8895 4.7610
H -1.6004 4.0160 3.4889
H -0.7142 5.3395 4.3700
H -0.9066 3.8814 6.5295
H -2.9091 2.8187 5.8954
H -1.6559 1.6793 6.4308
H -2.5434 -0.0308 5.4620
H -3.0302 0.0095 3.8032
H -3.9682 0.9391 4.9881
H 1.0473 3.5026 4.9842
H 0.3323 2.1755 4.4822
C 4.4738 -5.2952 1.5185
C 5.8967 -4.8240 1.9467
C 6.6987 -4.4935 0.6880
O 6.5687 -5.4767 -0.3322
C 7.2693 -6.6586 -0.0242
N 5.9508 -3.6022 2.6909
H 4.5023 -6.1568 0.8193
H 3.9469 -4.4141 1.1120
H 3.8953 -5.6091 2.4040
H 6.3983 -5.6125 2.4895
H 7.7395 -4.2805 0.8777
H 6.2796 -3.5472 0.2667
H 7.3068 -7.3024 -0.9069
H 6.7797 -7.1790 0.7689
H 8.2907 -6.3577 0.3044
H 5.5000 -3.6522 3.6024
H 5.4601 -2.8579 2.1793
C -6.2273 3.6898 -6.0883
C -5.1139 4.4688 -5.2758
C -3.8898 3.6014 -5.0916
O -4.1862 2.3295 -4.5579
C -3.0616 1.6045 -4.1100
N -4.6499 5.6661 -5.8660
H -6.5143 2.8588 -5.4369
H -5.7927 3.2337 -7.0081
H -7.1116 4.3330 -6.4127
H -5.4668 4.7320 -4.2181
H -3.1914 4.0753 -4.4076
H -3.3682 3.5248 -6.0603
H -2.1311 2.0956 -4.2634
H -2.9778 0.5882 -4.5124
H -3.1743 1.5329 -3.0185
H -4.1820 5.6507 -6.7731
H -5.3614 6.3671 -5.8410
C 0.1072 -1.8018 -0.8814
C -0.1456 -0.3854 -0.2307
C -1.4426 0.1730 -0.8485
O -1.9962 1.2692 -0.2551
C -1.3631 2.4435 -0.7006
N -0.0797 -0.5622 1.1798
H -0.0267 -1.7684 -1.9772
H -0.6979 -2.4433 -0.4467
H 1.1119 -2.0999 -0.7415
H 0.6003 0.3099 -0.5937
H -2.1730 -0.6398 -0.6190
H -1.2061 0.3620 -1.9029
H -1.7463 3.2485 -0.1576
H -1.4742 2.5792 -1.8741
H -0.2849 2.3756 -0.5366
H -0.4176 0.2747 1.7331
H -0.4597 -1.4450 1.4358
C -2.9290 7.5612 1.3298
C -3.4486 6.2855 0.7956
C -4.7652 5.8156 1.4346
O -5.0400 4.4616 1.0477
C -4.3122 3.5328 1.8217
N -3.6280 6.3680 -0.6759
H -2.0043 7.8182 0.8436
H -2.7680 7.2991 2.4265
H -3.7503 8.3700 1.2496
H -2.6946 5.5051 1.1251
H -5.5827 6.4537 1.0285
H -4.7954 5.9010 2.5231
H -4.6904 2.5319 1.6453
H -4.3801 3.7566 2.9490
H -3.2343 3.5830 1.6142
H -3.8044 5.4916 -1.1387
H -2.8218 6.7490 -1.1424
C -6.6393 -3.7546 0.3308
C -6.3279 -3.0217 -0.8824
C -5.7118 -1.6431 -0.4660
O -5.6541 -0.7890 -1.5860
C -5.4978 0.5832 -1.2095
N -5.4430 -3.7392 -1.7355
H -7.0866 -3.2611 1.1758
H -5.6651 -4.1146 0.7260
H -7.2762 -4.5776 0.1044
H -7.2736 -2.7974 -1.4107
H -4.6848 -1.6480 -0.1154
H -6.4871 -1.3125 0.2762
H -6.3359 1.0278 -0.7608
H -5.3562 1.1842 -2.1370
H -4.5929 0.7189 -0.6053
H -5.7261 -4.6879 -2.0227
H -5.1502 -3.2024 -2.5424
*
```

E_tot ... -117949.43226 eV
Relative energy (zero: lowest compared OMol25 entry of this formula, charge and spin) ... 107.83 kcal per mole
HOMO energy ... -8.518 eV
Kohn-Sham gap ... 0.33676 Eh

Here are the Löwdin charges for atoms 1 to 8, given in e:
1. C -0.031
2. C -0.440
3. C -0.203
4. O -0.219
5. C -0.099
6. N 0.061
7. H 0.051
8. H 0.040